{"formula": "C7H16N", "method": "wB97M-V/def2-TZVPD", "symbols": ["C", "C", "C", "C", "C", "C", "C", "N", "H", "H", "H", "H", "H", "H", "H", "H", "H", "H", "H", "H", "H", "H", "H", "H"], "coordinates": [[-1.6090, 1.3450, -1.6506], [-1.2384, 0.3267, -0.5601], [-0.0123, -0.5167, -0.9401], [1.2469, -0.1213, -0.1683], [1.1337, -0.6145, 1.2399], [1.7076, -0.1775, 2.3528], [1.6966, -0.9791, 3.6145], [-1.9680, 0.6460, -2.9187], [-2.5082, 1.8804, -1.3197], [-0.7592, 2.0274, -1.7013], [-1.0146, 0.8906, 0.3481], [-2.0291, -0.3878, -0.3447], [0.2326, -0.5154, -2.0377], [-0.1574, -1.6028, -0.9160], [1.3791, 0.9553, -0.2221], [2.1276, -0.4809, -0.7145], [0.2745, -1.2802, 1.4162], [2.4260, 0.6438, 2.2853], [0.8841, -1.6796, 3.7972], [2.6311, -1.5528, 3.7165], [1.8049, -0.3536, 4.5164], [-1.3893, -0.1692, -3.1349], [-2.9682, 0.4384, -2.9341], [-1.8910, 1.2777, -3.7240]], "charge": 1}

{"formula": "C6H10", "method": "wB97M-V/def2-TZVPD", "symbols": ["C", "C", "C", "C", "C", "C", "H", "H", "H", "H", "H", "H", "H", "H", "H", "H"], "coordinates": [[1.6898, 1.6286, 0.4306], [0.9420, 2.1750, -0.5199], [-1.4568, 0.2088, -1.5014], [-0.8896, -0.4791, -0.5456], [-0.2478, -1.0766, 0.4221], [-0.5094, -2.4261, 1.0292], [1.4639, 1.7665, 1.4848], [2.5455, 1.0016, 0.1942], [0.5905, -0.5158, 0.8411], [1.1535, 2.0246, -1.5743], [0.0751, 2.7861, -0.2878], [-2.2649, 0.9070, -1.2935], [-1.1237, 0.1279, -2.5341], [-1.3566, -2.9366, 0.5668], [0.3772, -3.0629, 0.9291], [-0.7099, -2.3226, 2.1020]], "charge": 0}

{"formula": "C30H35N4", "method": "wB97M-V/def2-TZVPD", "symbols": ["C", "C", "C", "C", "C", "N", "C", "C", "C", "C", "C", "C", "C", "C", "C", "C", "C", "C", "C", "C", "C", "C", "C", "C", "H", "H", "H", "H", "H", "H", "H", "H", "H", "H", "H", "H", "H", "H", "H", "H", "H", "H", "H", "H", "H", "H", "C", "C", "N", "C", "N", "C", "C", "C", "C", "N", "H", "H", "H", "H", "H", "H", "H", "H", "H", "H", "H", "H", "H"], "coordinates": [[5.4314, -1.8348, 2.6748], [5.6750, -0.9433, 1.6221], [4.7901, 0.1090, 1.3886], [3.6599, 0.2759, 2.1956], [2.7437, 1.4438, 1.9100], [1.3317, 1.1979, 2.2774], [0.7022, 2.0953, 3.2734], [-0.5395, 2.7840, 2.7570], [-1.6558, 2.9453, 3.5861], [-2.8407, 3.4708, 3.0661], [-2.8960, 3.8759, 1.7284], [-1.7719, 3.7410, 0.9061], [-0.5840, 3.2328, 1.4359], [0.6430, 0.2014, 1.7173], [-0.6538, -0.1740, 2.1070], [-1.5971, -0.6685, 1.2329], [-2.9788, -0.8918, 1.5744], [-3.9597, -1.0859, 0.5608], [-5.2942, -1.3092, 0.8830], [-5.6982, -1.3462, 2.2263], [-4.7520, -1.1422, 3.2395], [-3.4159, -0.9144, 2.9226], [3.4221, -0.6081, 3.2531], [4.3020, -1.6733, 3.4872], [6.1259, -2.6532, 2.8630], [6.5533, -1.0599, 0.9843], [4.9556, 0.8183, 0.5742], [3.0706, 2.3383, 2.4565], [2.7902, 1.6783, 0.8330], [0.4660, 1.5136, 4.1784], [1.4626, 2.8368, 3.5546], [-1.5944, 2.6234, 4.6295], [-3.7194, 3.5618, 3.7085], [-3.8162, 4.2987, 1.3250], [-1.8094, 4.0278, -0.1460], [0.3062, 3.1331, 0.8090], [1.1328, -0.3493, 0.9042], [-0.9210, -0.0112, 3.1556], [-1.3037, -0.8111, 0.1890], [-3.6431, -1.0371, -0.4829], [-6.0321, -1.4499, 0.0912], [-6.7427, -1.5249, 2.4809], [-5.0607, -1.1603, 4.2862], [-2.6821, -0.7798, 3.7207], [2.5484, -0.4699, 3.8964], [4.1051, -2.3651, 4.3091], [0.4421, -4.7648, 3.9720], [0.4913, -3.4861, 3.1610], [-0.5390, -3.4168, 2.1443], [-0.9901, -4.5534, 1.6778], [-0.5720, -5.7989, 2.0544], [0.4621, -5.9629, 3.0540], [-1.0891, -7.0330, 1.5067], [-1.7154, -6.8263, 0.1556], [-2.6536, -5.6394, 0.1595], [-1.9773, -4.5062, 0.7238], [1.2795, -4.8333, 4.6726], [-0.4805, -4.7801, 4.5635], [0.3280, -2.6153, 3.8085], [1.5015, -3.3839, 2.7174], [1.4461, -6.0445, 2.5616], [0.2861, -6.8990, 3.5948], [-0.2646, -7.7522, 1.4503], [-1.8259, -7.4581, 2.2058], [-0.9369, -6.6868, -0.6017], [-2.2702, -7.7273, -0.1078], [-2.9584, -5.3833, -0.8603], [-3.5524, -5.8792, 0.7475], [-2.2799, -3.5643, 0.4940]], "charge": 1}

Calculated HOMO energy in order - -11.8; -9.4; -10.0 eV
Calculated electronic energy in order - -9000.90086; -6381.37299; -37632.33750 eV
Calculated LUMO level in order - -0.13673; 0.03959; -0.14772 hartree